Entry 1:
Entry from the Open Molecules 2025 dataset: a molecular structure, C30H75MnO20P4 (ωB97M-V/def2-TZVPD).

HOMO (alpha / beta)	-0.3879 / -0.3879	hartree
LUMO level (alpha / beta)	-7.5 / -7.0	eV

```
! RIJCOSX wB97M-V def2-TZVPD def2/J DEFGRID3
* xyz 1 6
H 11.04648 16.94804 20.99168
C 4.66699 15.89280 28.90182
H 16.96059 24.25132 10.82042
H 15.13525 27.97830 19.27739
H 14.58507 21.14844 10.29168
H 13.33623 28.17901 17.98708
H 4.07010 17.36402 20.43468
C 15.23407 11.01175 17.79240
O 11.35503 16.02157 20.96036
O 5.36709 13.31231 19.63096
C 4.51793 11.39532 29.53468
C 4.52230 16.01915 30.45574
H 11.53317 19.64606 17.21056
H 14.47365 21.89835 21.42750
H 5.33384 10.14319 20.48762
O 6.70393 13.75010 29.50019
O 5.47849 15.18849 18.16258
H 4.55597 14.98032 22.16214
C 16.17855 16.34117 19.37135
H 15.04938 10.96241 21.44209
H 17.05979 20.73915 10.73668
H 17.52784 22.99674 9.81325
O 7.78867 14.26065 19.06869
C 13.40896 22.13132 21.44361
H 7.50377 15.05476 25.26178
H 5.63336 16.25700 28.55313
H 7.92044 12.48361 26.73960
H 14.51214 19.79320 13.63699
O 13.61358 24.45169 21.60497
H 6.82145 16.80599 15.55221
C 5.98752 16.43035 17.56744
P 16.25690 13.03534 19.98272
H 12.38947 21.78977 14.33186
H 3.51503 15.73391 30.75931
H 13.01668 22.11105 22.46037
O 14.80368 13.34714 19.66818
C 4.53941 15.44956 21.17845
O 5.08848 12.04676 28.36988
C 14.24057 27.93030 19.89814
C 13.27492 23.47464 20.67802
C 11.57541 20.08031 16.21169
O 13.17888 26.73349 22.63245
H 4.31504 10.33153 29.41108
C 16.09678 11.07496 23.37265
C 13.19673 28.53816 19.00671
H 14.50402 11.31248 18.54387
O 14.07637 26.59174 20.20197
H 10.87607 19.64770 15.49624
H 14.83495 19.68362 11.07007
H 2.61104 12.37241 29.30772
H 15.03112 10.01038 17.41273
C 3.32517 12.10937 30.08807
H 4.38678 17.60438 22.00741
H 4.52791 10.97854 19.11647
C 12.77767 20.77149 14.30948
H 3.79130 14.79337 20.73366
H 14.32822 28.60147 20.75252
C 16.64904 23.30414 10.38010
H 16.52030 17.35178 19.59492
C 14.83658 20.75396 11.27617
H 11.79387 26.71853 25.59695
H 13.95407 23.41205 19.82777
C 6.00627 16.29177 16.06129
O 4.42109 14.58977 28.63346
O 16.59795 12.29140 21.37734
H 3.77428 13.02128 30.48152
H 8.25926 13.95116 27.58768
C 16.64749 10.86121 18.53146
H 11.27184 21.11196 16.38951
H 6.91740 11.85857 20.04045
H 15.87148 15.40013 21.23799
H 5.29110 15.35095 30.84375
H 11.54137 26.15309 23.46362
H 3.87763 16.50393 28.46418
O 13.88863 21.16661 12.27882
H 13.16427 29.62720 18.97478
C 16.71355 15.55668 20.56382
C 4.01267 16.80453 21.36836
H 5.95448 12.58354 21.34990
H 15.45033 10.50950 24.04381
H 5.41823 11.42677 30.14834
P 5.70663 13.55061 28.44801
H 15.85522 23.55354 9.67600
C 12.60065 27.05028 24.94339
C 7.69379 13.54976 26.74672
H 16.40909 10.25721 19.40693
P 6.31354 14.57863 19.36653
H 16.93788 10.45759 23.05721
H 15.31041 11.65771 16.91776
O 16.43887 22.44603 11.54469
C 16.34363 21.13469 11.45693
H 16.66508 11.80631 23.94734
O 11.69332 25.92909 20.62659
H 14.90738 21.34985 14.18050
O 17.18449 14.33164 20.07358
O 6.25957 13.75974 26.94524
C 4.91881 11.08489 20.12839
H 12.69600 28.13105 24.83869
H 12.91046 21.26895 21.00099
O 5.84222 15.52179 20.67600
H 12.22829 28.21653 19.38984
H 14.71743 12.31863 22.30134
O 17.12166 12.12556 18.90531
H 12.83079 25.13493 24.06015
H 17.47295 16.13812 21.08663
H 6.02461 15.23310 15.80245
H 12.29228 23.69837 20.26273
H 2.96205 16.82487 21.65799
H 17.30653 10.41029 17.78954
H 4.60620 17.04672 30.80952
H 5.14158 16.71794 15.55258
H 13.44126 26.77879 25.58196
C 7.95556 14.06707 25.35374
C 15.57145 11.68041 22.07457
C 12.59102 26.15422 23.75742
H 16.69479 20.79938 12.43282
H 12.00930 20.28653 13.70738
H 4.02681 11.30393 20.71530
P 13.03169 25.94569 21.20299
H 5.51332 17.36546 17.86543
H 2.80931 11.53830 30.85999
O 12.88933 20.12429 15.64011
C 5.92745 12.21578 20.32417
H 16.46570 15.94276 18.39825
H 9.01988 14.15349 25.13501
H 7.03532 16.55200 17.84207
C 14.16342 20.82443 13.58170
Mn 11.37266 13.52181 19.60204
H 15.09103 16.34291 19.44477
H 7.48168 13.44783 24.59211
*
```

=====

Entry 2:
Entry from the Open Molecules 2025 dataset: a molecular structure, C30H75N5NaO10 (ωB97M-V/def2-TZVPD).

HOMO	-0.3950	hartree
LUMO level	-1.8	eV

```
! RIJCOSX wB97M-V def2-TZVPD def2/J DEFGRID3
* xyz 1 1
H -4.46300 -15.99500 -9.81600
H -6.86000 -19.87800 -16.28300
C -2.54200 -17.71600 -10.57500
C -7.14200 -18.71400 -18.57700
H 2.14000 -14.38900 -5.81500
H -7.87600 -17.87300 -22.49800
H -1.26800 -23.00700 -11.35300
H -5.47000 -21.55100 -14.97600
H -1.33300 -16.85100 -7.35000
H -5.50200 -16.95300 -14.03000
O -3.26500 -17.71000 -13.51000
C -1.80900 -15.91900 -7.11800
N -2.86200 -15.75000 -8.06900
O -3.84200 -18.02400 -10.17700
H -7.75200 -19.60200 -18.51000
N -4.99100 -15.91300 -12.35600
H -2.47000 -16.82600 -11.20700
H -4.09200 -18.53000 -15.70000
H -8.05200 -12.05900 -13.70100
H -12.11800 -20.84800 -7.80900
O 0.38100 -15.25000 -6.69100
H -12.10900 -17.71500 -11.41400
H -7.07700 -15.72100 -12.38700
H -0.12300 -26.39500 -12.55000
C -6.76600 -18.37800 -19.99400
N -5.95800 -18.93600 -17.77900
H -5.87300 -18.89700 -20.29800
H -4.23200 -20.05900 -16.34200
H 0.70800 -13.50200 -5.64700
O -7.75500 -18.98000 -20.80200
C -2.22800 -21.29700 -11.94600
H -5.52100 -13.15200 -11.94300
C -5.36100 -20.65800 -10.53900
H -7.69300 -17.91800 -18.11600
C -4.84300 -16.12800 -13.76200
H -3.95300 -22.38600 -11.44000
C -7.47400 -18.85400 -22.16700
C -7.49300 -11.86500 -12.84000
H -8.58300 -19.48200 -12.99200
H -0.91500 -21.95500 -14.04800
H -2.09600 -16.13300 -6.08700
H -3.16800 -16.35900 -15.12500
C 1.23600 -14.17500 -6.36800
N -1.57200 -22.50700 -12.18600
H -7.94800 -19.69700 -22.71000
H -2.61100 -20.84600 -12.89100
H -5.93300 -19.77700 -10.35200
H -6.94000 -19.98900 -12.99300
H -4.09900 -15.56400 -12.00400
H 1.59000 -25.84800 -12.59000
Na -4.87700 -18.40400 -12.01800
C -6.25000 -13.71700 -12.41900
H -12.27700 -18.42800 -9.15000
C 0.09800 -23.73000 -13.25200
O -7.24200 -18.47300 -11.66200
H -9.91000 -17.75000 -9.82400
H -5.44000 -17.18100 -9.04200
C -4.83600 -19.30700 -15.79400
H -10.44100 -19.95500 -10.57900
H -0.77300 -14.29700 -8.15400
H -4.76400 -21.34600 -13.36000
H -3.16000 -21.78200 -10.05000
H -4.43600 -16.67900 -7.20200
H -1.40300 -13.92900 -6.56000
H -6.09900 -13.67800 -13.49300
C -6.15000 -19.07600 -16.37700
H -1.34000 -18.41200 -13.08800
H -6.55500 -18.17700 -15.97400
H -1.55700 -17.86400 -14.69500
H -0.49200 -24.28600 -13.98100
H -13.83800 -20.28600 -8.09300
O -7.44700 -13.09000 -12.06600
H -7.35900 -18.55200 -13.78100
H -9.59300 -17.26000 -11.46300
H -7.76000 -18.23100 -9.74800
C -3.38800 -16.47300 -14.04700
C -0.86700 -14.73200 -7.11200
N -10.51500 -19.13000 -11.21800
H -2.15200 -18.61100 -11.05000
H -3.19800 -14.80500 -8.14500
C -3.73700 -16.87800 -7.98000
H -1.86000 -17.53200 -9.74300
H -5.12200 -15.26400 -14.29400
H -6.00900 -21.35300 -11.02400
C -8.16300 -18.71300 -10.62700
H -6.50300 -11.38700 -13.08100
C -12.67400 -19.05100 -9.98600
C -3.41000 -21.55300 -11.08000
H -13.41500 -21.82200 -8.50400
O -4.22000 -20.36200 -11.24700
C -9.57700 -18.11500 -10.77500
H -3.72100 -21.24000 -14.70000
H -6.40500 -18.97300 -22.44500
H -6.30100 -15.15900 -10.88200
H -5.16100 -21.01100 -9.53900
H -12.36900 -19.28500 -12.10500
H -13.72900 -18.84700 -10.05400
H -8.07600 -11.10200 -12.31400
C 0.59400 -25.72000 -12.17700
C -4.42200 -17.01400 -9.31500
C -7.53900 -19.12900 -12.88000
H -2.46300 -19.34100 -14.24700
C -4.73400 -21.02300 -14.35600
C -11.94900 -18.73100 -11.23800
H 0.59000 -26.17100 -11.19600
C -6.21600 -15.15800 -11.97400
H -5.33800 -18.17100 -17.99700
H 1.53700 -13.78200 -7.36100
H -2.74900 -15.78600 -13.56800
H -6.73600 -17.29600 -20.06100
O 0.15200 -24.36000 -12.02900
H -1.55700 -20.68500 -11.44000
O -12.62100 -20.44700 -9.73800
H -3.13900 -17.78400 -7.69300
C -2.06700 -18.35900 -13.88100
C -0.50700 -22.36700 -13.11400
H 0.30600 -21.75800 -12.76900
H 1.05000 -23.68400 -13.71100
C -12.99500 -20.84900 -8.42000
H -8.19100 -19.77900 -10.43500
O -4.96400 -19.59000 -14.38500
*
```

=====

Entry 3:
Entry from the Open Molecules 2025 dataset: 5 unconnected molecules or ions with the total composition C30H75N5O10 (ωB97M-V/def2-TZVPD).

HOMO	-0.3072	hartree
LUMO level	0.5	eV

```
! RIJCOSX wB97M-V def2-TZVPD def2/J DEFGRID3
* xyz 0 1
H -3.45038 0.05118 5.98719
H 4.97338 2.44751 -5.40816
H 4.52984 -1.28344 -3.30499
N -1.01115 0.68928 5.72420
H -4.51030 2.80043 4.13892
H 4.06253 4.47982 0.12379
O -3.53171 2.03762 5.82252
H 0.55510 0.51481 3.47131
C 3.03890 -2.33248 3.45462
H 0.76495 5.38895 -5.29100
C 4.22298 2.57139 -4.61548
H 1.05640 1.29559 0.90329
C 3.96748 1.27716 -3.92801
H 4.31277 5.49649 -4.54117
H -1.75496 1.33789 3.78970
C 2.83422 -2.89438 1.18477
H -5.15917 5.23408 -0.45253
H 3.02985 -0.23980 5.95128
C -1.83590 -4.28586 -3.43831
C -5.48260 4.32315 0.08135
C -4.26497 3.61972 0.61256
H 1.28448 -10.05852 -0.28860
C 3.35246 5.53273 -5.06091
H -4.13373 0.48730 4.47546
H -0.01136 -9.83613 -1.47657
H -3.67764 4.25049 1.28696
H 4.76218 3.26213 -3.94238
C 3.12845 1.47061 0.95064
H -0.69681 -6.93056 -3.50645
H -7.71492 -0.84158 0.92055
O -6.43644 4.53106 1.10954
H 2.35379 3.20861 -4.40280
H 0.70367 -5.03007 -5.34384
H 2.44433 -2.34984 4.36478
H 3.25994 -1.28836 3.19039
H 3.18795 1.55993 6.02676
C -3.82063 3.09158 4.93468
C 3.15207 4.29523 -5.93165
C -7.73827 4.78516 0.67631
O 2.99076 2.81302 0.54666
H -2.60132 -4.97743 -3.83624
O -5.92204 -0.07784 1.55888
H -6.60091 -0.47070 -0.39522
H -7.88949 4.49187 -0.36965
H 3.41636 6.43358 -5.69602
H 1.09135 -5.45492 -0.62859
H -7.98825 5.85869 0.73808
H -8.47657 4.29682 1.31540
H -5.56371 2.35372 1.37874
O 0.33366 -8.23974 -0.20090
N 0.79435 -5.62565 -2.61500
H -4.93206 1.30941 -0.61772
C -0.22987 -5.28547 -4.83250
H 3.87586 -1.04018 0.74491
O 2.23470 -2.92050 2.45961
N 1.74471 -0.67304 0.92068
H 1.70221 0.75939 -0.59621
H -0.42459 -10.05576 0.23255
H 0.49475 6.06267 -3.69649
O 5.20430 0.60593 -3.76559
H -3.90301 -0.21072 1.81695
C -4.31344 1.20573 0.29082
C 0.17181 -6.27768 -3.74521
H 3.99384 -2.84034 3.65656
C 0.59268 -6.15911 -1.29672
C -6.94052 -0.14771 0.59520
N -4.56541 2.31386 1.18176
H 3.24344 0.64063 -4.44846
H -2.35727 -3.35265 -3.24835
C 2.89586 -1.50507 0.53885
H 2.91463 -1.67822 -0.54870
C 0.29444 -9.60607 -0.44519
H 3.86360 -3.29415 1.19383
H -0.88487 -5.75439 -5.57813
H 4.23160 0.59310 4.98362
H 2.29614 4.46724 -6.58438
H 4.06386 4.29171 -6.53619
C -3.34557 0.79387 5.17797
C 0.34995 1.06646 5.53417
C 1.13856 6.12392 -4.56630
H 0.42637 2.15668 5.30991
H 5.07004 3.06595 0.25385
C 3.21484 0.67654 5.38551
H 0.82254 -4.62600 -2.68477
H -7.38636 0.85155 0.48528
H 3.54201 1.49386 -2.92988
C -4.61162 -0.06262 1.00049
C 5.09782 -0.44414 -2.88334
H -0.48138 -6.15985 -1.02897
O 2.37242 0.85777 4.25021
C 1.09819 0.37943 4.41124
H 1.03907 -8.10043 -2.08842
H 6.09638 -0.84919 -2.67840
H -1.44632 1.22919 6.45722
C -1.94347 0.61308 4.60846
H 1.24028 7.08727 -5.06032
H -3.26936 1.23705 0.01685
H 2.16773 -7.55076 -0.83071
H 0.99929 -0.71259 4.55829
H 0.83907 -7.03163 -4.20489
H -2.89144 3.46405 4.48587
H 2.27457 -3.58154 0.54620
H -1.92514 -0.37535 4.12361
H -5.91216 3.64502 -0.68531
H 4.03066 1.04045 0.48992
H 3.15561 1.34069 2.04789
H -4.25490 3.91559 5.49886
H 0.88223 0.97144 6.48378
C 1.11195 -7.56927 -1.13005
H 4.75161 -0.16889 -1.87583
C 4.17838 3.55374 0.68497
H -1.46921 -4.72042 -2.50234
O 2.39087 5.66990 -4.06717
H 4.40212 3.73743 1.74439
N 2.99563 3.08264 -5.18038
H -3.62820 3.51207 -0.27944
H -4.50877 -0.93561 0.33965
H 1.70079 -0.79965 1.93099
C 1.87585 0.69628 0.48509
O -0.78927 -4.09291 -4.35449
*
```